Record 1
The molecule C16H19N3O3. Source: the OMol25 dataset; level of theory: wB97M-V/def2-TZVPD.

CARTESIAN COORDINATES (ANGSTROEM)
1 O -0.2240 3.6256 0.3797
2 C -0.7755 2.6755 -0.1388
3 O -1.8829 2.7290 -0.9406
4 C -0.1397 1.3227 0.0267
5 C 0.7659 1.0118 -1.1990
6 C 1.8140 -0.0471 -0.8264
7 C 1.7519 -1.3953 -1.0770
8 N 2.8863 -2.0768 -0.6548
9 C 3.7103 -1.1340 -0.0799
10 C 4.9628 -1.2517 0.5552
11 C 5.5185 -0.0564 0.9407
12 C 5.0233 1.1938 0.7314
13 C 3.7728 1.3494 0.1553
14 C 3.0756 0.1699 -0.1915
15 N -1.3044 0.3210 0.0499
16 C -1.8233 0.2452 1.3142
17 O -1.2763 0.3876 2.3406
18 C -3.3573 -0.1421 1.1572
19 C -3.5873 -1.6614 1.2857
20 C -3.3888 -2.0984 -0.1879
21 C -4.0737 -1.0184 -1.0641
22 N -3.8269 0.1990 -0.1720
23 H -2.1599 3.6656 -0.9985
24 H 0.3721 1.3026 0.9360
25 H 0.1205 0.7160 -2.0698
26 H 1.2594 1.8894 -1.6129
27 H 0.8903 -1.8964 -1.5575
28 H 3.1806 -3.0072 -0.7206
29 H 5.3605 -2.1804 0.5365
30 H 6.4030 -0.1387 1.5871
31 H 5.5679 2.0699 1.0871
32 H 3.3141 2.3295 0.0826
33 H -2.0605 0.4709 -0.6257
34 H -3.8265 0.4852 1.9289
35 H -2.8410 -2.0874 2.0858
36 H -4.5821 -1.9185 1.6783
37 H -2.3250 -2.1375 -0.3454
38 H -3.7129 -3.1156 -0.4411
39 H -5.1498 -1.0603 -1.2177
40 H -3.6423 -0.8347 -2.0753
41 H -3.7895 1.0987 -0.6622

## Properties
* energy above the lowest of the compared OMol25 structures with the same formula, charge and spin: 280.2 kJ/mol
* total charge: 0
* orbital gap: 8.32 eV
* E_HOMO: -7.9 eV
* SMILES: O=C(O)[C@H](Cc1c[nH]c2ccccc12)NC(=O)[C@@H]1CCCN1
* E_LUMO: 0.417 eV

***

Record 2
A structure of composition C16H19N3O4S2. Source: the OMol25 dataset; level of theory: wB97M-V/def2-TZVPD.

CARTESIAN COORDINATES (ANGSTROEM)
1 C 3.4609 0.9677 -5.4966
2 C 2.7670 0.7026 -4.1273
3 C 1.9339 -0.3312 -3.7013
4 S 1.5122 -0.0999 -2.1710
5 C 2.5022 1.2580 -2.2700
6 N 3.2416 1.6797 -3.2791
7 N 2.8698 2.3011 -1.0438
8 C 2.4223 1.8040 0.2455
9 O 2.5443 2.7407 1.0310
10 C 1.8472 0.5705 0.6548
11 C 0.7509 0.3174 1.1432
12 C 0.2405 -0.9745 1.3516
13 C 0.8168 -1.9668 1.2827
14 C 2.3455 -1.7906 1.1617
15 C 2.7371 -0.6308 0.6077
16 H 3.8659 -0.2734 0.4025
17 H 2.8645 -2.4921 1.0491
18 C 0.4645 -3.1955 1.8290
19 H 1.2123 -4.1668 1.9518
20 H -0.2614 -3.5310 1.2310
21 H 0.0145 -3.2963 2.7590
22 S -1.4203 -0.9808 1.9133
23 O -1.5934 -1.4185 3.3413
24 O -2.0582 -1.8783 0.9893
25 N -2.1820 0.1656 1.6051
26 C -2.9143 0.6395 0.3918
27 H -2.4173 0.2055 -0.5229
28 C -4.2575 0.0865 0.4608
29 H -4.7701 0.6110 -0.5818
30 O -5.0667 0.8856 1.4410
31 C -4.4014 0.4151 2.7089
32 H -5.0844 0.9259 3.3114
33 C -2.9969 1.0033 2.7721
34 H -2.5914 0.7441 3.5423
35 H -2.9831 2.1450 2.5757
36 H -4.3577 -0.6496 3.0019
37 H -4.3871 -1.0433 0.4034
38 H -2.7412 1.9583 0.2499
39 H -0.0484 1.2297 1.0853
40 H 3.4848 2.9994 -1.1336
41 H 1.5148 -0.8624 -4.3512
42 H 3.4287 2.0756 -5.8793
43 H 3.1663 0.2057 -6.3218
44 H 4.5245 0.9442 -5.6142

## Properties
* energy above the lowest of the compared OMol25 structures with the same formula, charge and spin: 1834.6 kJ/mol
* total charge: 0
* orbital gap: 8.91 eV
* E_HOMO: -8.7 eV
* E_LUMO: 0.183 eV

***

Record 3
A structure of composition C16H19N3O5STi. Source: the OMol25 dataset; level of theory: wB97M-V/def2-TZVPD.

CARTESIAN COORDINATES (ANGSTROEM)
1 Ti -0.1926 -0.2829 1.2135
2 O 1.1341 5.7456 1.3559
3 C 0.8284 4.4314 1.3568
4 C 0.0830 3.8446 2.3834
5 C -0.1773 2.4944 2.2888
6 N 0.2409 1.7917 1.2502
7 C 1.0048 2.3158 0.3007
8 C 1.3261 3.6553 0.3061
9 C 1.5354 1.2468 -0.6419
10 O 2.2671 1.5263 -1.5659
11 O 1.1602 0.0515 -0.2814
12 C -0.8291 1.5972 3.3361
13 O -1.4239 2.0564 4.2808
14 O -0.6223 0.3398 3.0592
15 H 0.7445 6.1756 2.1247
16 H -0.2684 4.4019 3.2426
17 H 1.9572 4.0822 -0.4592
18 C -2.8513 -2.2309 -0.7897
19 C -2.4829 -0.7448 -0.9180
20 C -3.7648 0.0585 -1.1739
21 C -1.5422 -0.5384 -2.1094
22 C -1.8288 -0.2974 0.3668
23 H -3.2940 -2.6041 -1.7176
24 H -3.5668 -2.3865 0.0187
25 H -1.9713 -2.8329 -0.5435
26 H -4.2466 -0.2564 -2.1032
27 H -3.5386 1.1235 -1.2514
28 H -4.4772 -0.0794 -0.3582
29 H -1.9653 -0.9706 -3.0207
30 H -0.5628 -0.9818 -1.9308
31 H -1.3736 0.5252 -2.2857
32 H -2.5464 0.0264 1.1379
33 C 3.6796 -2.0319 0.7090
34 N 2.7278 -2.5022 -0.2793
35 C 2.9557 -2.5938 -1.6373
36 C 1.7969 -2.9650 -2.2158
37 N 0.8825 -3.1020 -1.1945
38 C 1.4385 -2.7661 -0.0168
39 S 0.6528 -2.7353 1.5037
40 H 4.6565 -1.9588 0.2396
41 H 3.7173 -2.7277 1.5437
42 H 3.3704 -1.0507 1.0648
43 H 3.9174 -2.3800 -2.0655
44 H 1.5470 -3.1503 -3.2434
45 H -0.0977 -3.3201 -1.2801

## Properties
* energy above the lowest of the compared OMol25 structures with the same formula, charge and spin: 0.0 kJ/mol
* total charge: 0
* orbital gap: 7.56 eV
* E_HOMO: -7.4 eV
* E_LUMO: 0.178 eV

***

Record 4
A structure of composition C16H19NO3. Source: the OMol25 dataset; level of theory: wB97M-V/def2-TZVPD.

CARTESIAN COORDINATES (ANGSTROEM)
1 C 4.1029 -1.7882 -1.5282
2 C 5.3556 -0.8034 -1.5012
3 C 5.9841 -0.6495 -0.1257
4 C 5.1775 0.1479 0.8790
5 O 3.9058 -0.5007 1.2071
6 C 2.6435 0.0212 0.9102
7 C 2.4198 0.9918 0.0852
8 C 1.2115 1.4729 -0.6106
9 C 0.0599 0.8360 -0.0651
10 C 0.3427 -0.2544 0.9525
11 C 1.5146 -0.3529 1.3858
12 H 1.6287 -1.2491 1.9787
13 H -0.5124 -0.9496 1.2391
14 C -1.2017 1.3077 -0.4448
15 O -1.3917 1.6796 -1.7182
16 N -2.3193 1.0318 0.5187
17 H -2.0447 0.4865 1.3469
18 C -3.6633 1.2479 0.0916
19 C -4.2813 0.1282 -0.1723
20 C -4.4160 -0.8924 -0.9593
21 C -5.3075 -1.9621 -0.7151
22 C -5.8407 -1.4470 0.7406
23 O -5.2015 -0.2347 0.9660
24 H -6.4665 -1.9340 1.4588
25 H -5.5114 -2.6964 -1.3740
26 H -3.7516 -0.8932 -2.0040
27 H -4.0997 1.7598 0.7495
28 H -3.5488 1.9712 -0.9889
29 H 1.0036 2.1893 -1.1147
30 H 3.3771 1.6099 -0.4428
31 H 5.7525 0.3521 1.7578
32 H 4.9919 1.1640 0.3700
33 H 6.8832 -0.3382 -0.1590
34 H 5.8342 -1.8749 0.2986
35 H 5.9474 -1.1534 -2.2026
36 H 4.9006 0.4035 -1.7510
37 H 3.6945 -1.7925 -2.8023
38 H 4.3934 -2.7710 -1.0994
39 H 3.2157 -1.4879 -0.9302

## Properties
* energy above the lowest of the compared OMol25 structures with the same formula, charge and spin: 1365.0 kJ/mol
* total charge: 0
* orbital gap: 8.14 eV
* E_HOMO: -8.1 eV
* E_LUMO: 0.092 eV

***

Record 5
A structure of composition C16H19NO8S2. Source: the OMol25 dataset; level of theory: wB97M-V/def2-TZVPD.

CARTESIAN COORDINATES (ANGSTROEM)
1 C -4.0058 -0.1971 2.9138
2 C -3.5556 -1.4654 3.6491
3 O -3.0262 -1.1645 4.9306
4 C -2.5343 -2.2125 2.8032
5 O -1.5800 -1.2647 2.3232
6 S -0.0535 -1.3825 2.8092
7 O 0.4523 -2.6281 2.2937
8 O -0.0345 -1.3061 4.2538
9 N 0.5382 -0.0548 2.2159
10 S 0.1092 0.3570 0.7054
11 O 0.1847 -0.7470 -0.2310
12 O 0.9647 1.4842 0.3488
13 C -1.6521 1.0490 0.6868
14 O -2.3854 0.4774 -0.1170
15 O -1.8591 2.0019 1.4330
16 H -4.0520 -0.3741 1.8407
17 H -4.9905 0.1084 3.2629
18 H -3.2980 0.6154 3.0469
19 H -4.4431 -2.0819 3.7948
20 H -2.3107 -0.5311 4.7911
21 H -2.0628 -3.0176 3.3585
22 H -3.0359 -2.5953 1.9147
23 C -2.9512 -2.1708 -3.4383
24 C -2.2508 -1.1649 -2.7842
25 C -0.9230 -0.9257 -3.1108
26 C -0.3030 -1.6898 -4.0903
27 C -1.0055 -2.6938 -4.7476
28 C -2.3315 -2.9367 -4.4198
29 H -3.9854 -2.3631 -3.1771
30 H -2.7172 -0.5701 -2.0088
31 H -0.3741 -0.1570 -2.5863
32 H 0.7348 -1.5043 -4.3398
33 H -0.5171 -3.2893 -5.5114
34 H -2.8803 -3.7249 -4.9245
35 C 5.3261 1.8101 -0.4813
36 C 4.0763 2.3945 -0.3228
37 C 3.9329 3.7638 -0.4969
38 C 5.0311 4.5446 -0.8345
39 C 6.2798 3.9579 -0.9952
40 C 6.4272 2.5893 -0.8153
41 H 5.4388 0.7425 -0.3431
42 H 3.2121 1.7919 -0.0645
43 H 2.9583 4.2157 -0.3671
44 H 4.9139 5.6131 -0.9728
45 H 7.1367 4.5669 -1.2599
46 H 7.4014 2.1294 -0.9359

## Properties
* total charge: -2
* orbital gap: 6.54 eV
* E_HOMO: -2.0 eV
* E_LUMO: 4.516 eV